[1]
ORCA calculation (wB97M-V/def2-TZVPD) on a structure of composition C28H40NOPRuSb2Se4 at a distorted geometry.

Structure (ORCA input):
```
! RIJCOSX wB97M-V def2-TZVPD def2/J DEFGRID3
* xyz 0 5
Ru 10.872 12.189 8.742
C 18.485 15.554 6.131
C 18.657 15.495 7.645
O 18.161 14.088 8.000
C 17.966 13.944 9.377
C 17.310 12.573 9.692
H 18.728 16.530 5.715
H 17.409 15.403 5.961
H 19.049 14.744 5.659
H 17.993 16.240 8.156
H 19.688 15.618 8.015
H 17.309 14.666 9.886
H 18.960 14.020 9.832
H 16.325 12.550 9.282
H 17.101 12.429 10.746
H 17.878 11.718 9.343
C 9.381 7.709 6.153
C 9.818 8.670 7.244
Sb 11.573 8.026 8.356
C 12.927 8.699 6.705
C 14.282 8.394 7.340
C 11.460 5.762 8.850
C 10.786 4.684 8.031
H 9.136 8.314 5.226
H 8.427 7.173 6.387
H 10.189 6.997 5.957
H 9.009 8.876 7.974
H 10.026 9.630 6.784
H 12.839 9.803 6.614
H 12.764 8.069 5.778
H 14.505 9.202 8.100
H 15.080 8.373 6.573
H 14.258 7.405 7.829
H 10.981 5.873 9.800
H 12.552 5.597 9.038
H 9.769 4.898 7.657
H 10.738 3.795 8.690
H 11.440 4.438 7.162
Se 11.165 17.113 13.639
Sb 13.019 16.689 15.263
Se 11.653 10.200 9.726
Se 13.319 13.960 14.342
Se 14.459 15.942 12.708
N 10.342 13.560 9.804
P 9.559 14.419 8.688
C 10.296 15.988 8.227
C 10.259 16.563 6.906
C 10.598 17.903 6.741
C 10.945 18.715 7.840
C 11.016 18.172 9.110
C 10.630 16.836 9.244
C 7.987 14.879 9.287
C 7.019 15.437 8.419
C 5.682 15.556 8.833
C 5.300 15.262 10.134
C 6.304 14.814 11.023
C 7.591 14.555 10.594
C 9.648 13.389 7.166
C 10.951 12.828 6.826
C 11.027 11.927 5.701
C 9.906 11.725 4.961
C 8.668 12.346 5.259
C 8.501 13.174 6.365
H 9.910 16.088 6.022
H 10.629 18.286 5.730
H 11.302 19.735 7.640
H 11.231 18.822 9.960
H 10.617 16.388 10.248
H 7.288 15.629 7.357
H 4.958 15.998 8.145
H 4.306 15.376 10.497
H 6.031 14.596 12.052
H 8.320 13.990 11.172
H 11.878 13.397 6.985
H 11.941 11.445 5.589
H 9.981 11.083 4.062
H 7.772 12.061 4.706
H 7.546 13.642 6.591
*
```

Values from the calculation:
Lowest unoccupied orbital energy (alpha / beta) in eV: -1.73 / -2.50
Expectation value of S²: 6.2119
Energy above the lowest of the compared OMol25 structures with the same formula, charge and spin in kJ/mol: 234.4
HOMO level (alpha / beta) in eV: -5.61 / -6.53
Orbital gap (alpha / beta) in Ha: 0.142 / 0.148
Molar mass in g mol⁻¹: 1098.04

---

[2]
ORCA calculation (wB97M-V/def2-TZVPD) on a cluster of 2 separate species, C28H40NOSi in total at a distorted geometry.

Structure (ORCA input):
```
! RIJCOSX wB97M-V def2-TZVPD def2/J DEFGRID3
* xyz 1 1
C 3.904 4.339 0.678
C 3.278 3.959 -0.663
C 2.398 5.089 -1.202
Si 2.340 2.338 -0.589
C 1.492 2.039 -2.251
C 0.682 0.741 -2.279
C 2.525 2.082 -3.383
C 3.411 0.870 -0.110
C 3.103 0.381 1.307
C 4.908 1.123 -0.302
O 1.167 2.559 0.633
C -0.168 2.281 0.510
C -1.014 3.459 0.173
C -0.647 1.029 0.844
H 4.442 5.290 0.564
H 3.138 4.481 1.451
H 4.629 3.597 1.034
H 4.081 3.750 -1.391
H 2.998 6.005 -1.285
H 1.994 4.873 -2.199
H 1.561 5.302 -0.523
H 0.795 2.886 -2.374
H 0.163 0.665 -3.245
H 1.330 -0.139 -2.170
H -0.077 0.709 -1.487
H 2.020 1.935 -4.347
H 3.051 3.043 -3.433
H 3.275 1.286 -3.275
H 3.096 0.089 -0.820
H 3.738 -0.485 1.540
H 3.308 1.158 2.056
H 2.058 0.061 1.407
H 5.439 0.161 -0.299
H 5.142 1.617 -1.255
H 5.324 1.730 0.513
H -2.063 3.197 0.358
H -0.753 4.334 0.794
H -0.918 3.747 -0.890
H -1.655 0.818 0.493
H -0.172 0.535 1.695
C -0.333 -5.346 -2.012
N -1.081 -4.429 -1.171
C -0.610 -3.253 -0.678
C -1.557 -2.689 0.216
C -1.366 -1.514 0.980
C -2.419 -1.038 1.853
C -3.723 -0.808 1.338
C -4.726 -0.278 2.145
C -4.455 0.030 3.483
C -3.175 -0.191 4.011
C -2.166 -0.709 3.208
C -2.675 -3.651 0.255
C -3.795 -3.821 1.057
C -4.647 -4.919 0.845
C -4.328 -5.910 -0.095
C -3.138 -5.824 -0.838
C -2.356 -4.689 -0.656
H -0.989 -6.168 -2.305
H 0.035 -4.833 -2.908
H 0.534 -5.759 -1.475
H 0.369 -2.864 -0.944
H -0.319 -1.250 1.119
H -3.928 -1.050 0.292
H -5.719 -0.113 1.724
H -5.242 0.441 4.115
H -2.958 0.044 5.054
H -1.162 -0.876 3.604
H -4.002 -3.111 1.852
H -5.564 -5.001 1.430
H -5.000 -6.756 -0.240
H -2.829 -6.602 -1.536
*
```

Values from the calculation:
Lowest unoccupied orbital energy in eV: -4.94
Energy above the lowest of the compared OMol25 structures with the same formula, charge and spin in kJ/mol: 10.8
HOMO level in eV: -10.77
Orbital gap in Ha: 0.214
Molar mass in g mol⁻¹: 434.72

---

[3]
ORCA calculation (wB97M-V/def2-TZVPD) on a structure of composition C28H41BrGeN4O8S4Si3Y at a distorted geometry.

Structure (ORCA input):
```
! RIJCOSX wB97M-V def2-TZVPD def2/J DEFGRID3
* xyz 0 2
Y 0.024 1.973 0.967
O 3.052 -1.890 6.985
C 2.732 -1.377 5.940
S 3.266 -1.854 4.275
C 2.431 -0.538 3.405
C 1.644 0.287 4.147
S 0.795 1.771 3.795
S 1.606 0.031 5.852
S 2.567 -0.505 1.641
C 2.842 4.027 1.500
O 2.403 3.039 0.591
C 3.117 2.812 -0.545
C 4.306 3.449 -0.844
C 5.096 3.016 -1.919
Br 6.763 3.924 -2.327
C 4.587 2.024 -2.719
C 3.308 1.428 -2.477
C 2.591 1.846 -1.387
O 1.361 1.395 -0.986
C 2.926 0.256 -3.342
N 1.835 0.049 -4.036
C 2.069 -1.181 -4.693
C 1.386 -1.794 -5.701
C 1.908 -2.906 -6.329
C 3.191 -3.334 -6.029
C 3.922 -2.712 -5.033
C 3.357 -1.614 -4.435
N 3.859 -0.745 -3.479
H 2.961 4.963 1.046
H 3.779 3.731 1.918
H 2.030 4.070 2.206
H 4.781 4.181 -0.261
H 5.202 1.645 -3.536
H 0.894 0.887 -1.669
H 0.426 -1.375 -6.010
H 1.301 -3.415 -7.070
H 3.789 -4.046 -6.587
H 4.948 -2.942 -4.911
H 4.789 -0.585 -3.157
O -1.496 1.532 -0.333
N -2.175 1.032 0.979
O -0.500 5.978 0.573
N -0.292 4.769 0.532
O 0.171 4.126 -0.457
O -0.513 4.070 1.603
C 0.950 -2.463 0.088
C 1.159 -1.241 0.916
O 0.107 -0.334 0.846
H 1.865 -3.081 0.107
H 0.726 -2.184 -0.956
H 0.128 -3.038 0.484
C -1.259 -0.990 -2.573
Si -2.389 -1.639 -1.168
C -3.995 -0.754 -1.571
C -2.209 -3.516 -1.207
Ge -1.697 -0.774 0.918
Si -1.832 -1.930 3.023
C -3.291 -3.163 2.883
C -0.203 -2.871 3.383
C -2.096 -0.701 4.381
Si -3.793 1.743 1.194
C -5.035 0.317 1.528
C -4.091 2.848 -0.320
C -3.563 2.739 2.754
H -1.868 -1.275 -3.437
H -0.359 -1.505 -2.743
H -1.124 0.087 -2.662
H -4.155 -1.146 -2.614
H -3.768 0.308 -1.641
H -4.894 -0.924 -0.952
H -2.390 -3.981 -0.251
H -1.201 -3.730 -1.640
H -2.943 -4.105 -1.786
H -3.054 -4.149 2.396
H -4.206 -2.773 2.430
H -3.535 -3.451 3.889
H 0.025 -3.654 2.679
H -0.335 -3.330 4.310
H 0.594 -2.118 3.468
H -2.027 -1.134 5.376
H -3.098 -0.303 4.282
H -1.354 0.162 4.421
H -5.492 -0.038 0.611
H -5.837 0.789 2.087
H -4.656 -0.563 2.070
H -4.041 2.421 -1.350
H -3.320 3.590 -0.266
H -5.010 3.424 -0.395
H -4.480 3.156 3.094
H -2.862 3.599 2.632
H -3.133 2.177 3.601
*
```

Values from the calculation:
Lowest unoccupied orbital energy (alpha / beta) in eV: 0.07 / -0.23
Expectation value of S²: 0.7547
Energy above the lowest of the compared OMol25 structures with the same formula, charge and spin in kJ/mol: 222.1
HOMO level (alpha / beta) in eV: -7.62 / -7.64
Orbital gap (alpha / beta) in Ha: 0.283 / 0.272
Molar mass in g mol⁻¹: 1015.60

---

[4]
ORCA calculation (wB97M-V/def2-TZVPD) on a structure of composition C28H41Ge2NNiO5.

Structure (ORCA input):
```
! RIJCOSX wB97M-V def2-TZVPD def2/J DEFGRID3
* xyz 0 3
Ni -0.213 0.091 2.023
N -0.320 -0.701 3.975
C 0.857 -0.521 4.844
C 1.242 0.948 4.935
C 1.845 1.480 3.636
O 2.955 1.977 3.647
O 1.106 1.380 2.571
H -1.146 -0.296 4.405
H -0.510 -1.684 3.810
H 1.679 -1.094 4.411
H 0.667 -0.923 5.842
H 1.972 1.091 5.728
H 0.355 1.542 5.181
C -0.556 -6.161 -0.801
O -1.878 -5.647 -0.735
C -2.048 -4.435 -0.175
C -3.385 -3.964 -0.159
C -3.642 -2.752 0.392
C -2.627 -1.920 0.946
C -3.002 -0.667 1.526
C -4.457 -0.263 1.576
O -2.210 0.167 2.025
C -1.275 -2.389 0.901
O -0.248 -1.740 1.328
C -1.033 -3.675 0.345
H -0.633 -7.129 -1.285
H -0.132 -6.283 0.198
H 0.089 -5.507 -1.392
H -4.164 -4.582 -0.582
H -4.665 -2.405 0.401
H -5.067 -1.012 2.080
H -4.848 -0.133 0.566
H -4.529 0.682 2.108
H -0.003 -3.999 0.336
C -2.701 0.769 -1.756
C -2.531 1.863 -0.705
Ge -0.745 2.103 0.104
C -1.044 3.251 1.678
C 0.056 4.287 1.904
C 0.379 2.914 -1.272
C 1.236 1.989 -1.748
Ge 0.987 0.383 -0.600
C 0.382 -1.162 -1.665
C 0.714 -1.020 -3.152
C 2.519 -0.206 0.512
C 3.583 -1.014 -0.236
C 2.115 2.192 -2.919
C 1.801 3.138 -3.897
C 2.629 3.335 -4.990
C 3.788 2.583 -5.136
C 4.105 1.628 -4.182
C 3.270 1.433 -3.091
H -3.680 0.834 -2.238
H -2.617 -0.229 -1.319
H -1.945 0.845 -2.541
H -3.244 1.746 0.113
H -2.749 2.840 -1.152
H -1.207 2.635 2.561
H -1.998 3.746 1.465
H 1.020 3.810 2.073
H -0.170 4.914 2.769
H 0.156 4.945 1.039
H 0.319 3.920 -1.689
H -0.692 -1.298 -1.530
H 0.855 -2.050 -1.239
H 0.281 -0.110 -3.573
H 0.326 -1.866 -3.725
H 1.789 -0.966 -3.328
H 2.080 -0.853 1.276
H 2.949 0.649 1.029
H 3.145 -1.759 -0.906
H 4.222 -1.549 0.469
H 4.241 -0.376 -0.825
H 0.888 3.715 -3.810
H 2.364 4.072 -5.738
H 4.432 2.735 -5.992
H 5.000 1.029 -4.287
H 3.516 0.678 -2.359
*
```

Values from the calculation:
Lowest unoccupied orbital energy (alpha / beta) in eV: 0.01 / 0.03
Expectation value of S²: 2.0057
Energy above the lowest of the compared OMol25 structures with the same formula, charge and spin in kJ/mol: 0.0
HOMO level (alpha / beta) in eV: -8.26 / -8.25
Orbital gap (alpha / beta) in Ha: 0.304 / 0.304
Molar mass in g mol⁻¹: 675.55

---

[5]
ORCA calculation (wB97M-V/def2-TZVPD) on an isolated molecule of C28H41N3O6.

Structure (ORCA input):
```
! RIJCOSX wB97M-V def2-TZVPD def2/J DEFGRID3
* xyz 0 1
C 3.092 4.228 -1.255
C 2.966 2.845 -0.621
C 4.305 2.397 -0.041
C 1.894 2.886 0.481
N 1.714 1.602 1.155
C 1.518 0.409 0.569
O 1.503 0.222 -0.633
C 1.286 -0.747 1.563
C 2.513 -0.998 2.442
C 3.659 -1.341 1.538
C 4.922 -0.787 1.670
C 5.922 -1.116 0.771
C 5.655 -1.989 -0.269
C 4.393 -2.540 -0.408
C 3.390 -2.224 0.496
C 2.027 -2.844 0.403
N 0.965 -1.945 0.821
C -0.281 -2.014 0.282
O -1.130 -1.179 0.509
O -0.435 -3.123 -0.450
C -1.683 -3.380 -1.142
C -2.839 -3.503 -0.151
C -1.946 -2.281 -2.170
C -1.440 -4.718 -1.843
C 0.534 3.399 -0.041
O 0.052 4.436 0.371
N -0.028 2.606 -0.963
C -1.393 2.767 -1.406
C -2.320 1.760 -0.712
C -3.673 1.669 -1.416
C -4.557 0.625 -0.743
C -4.750 0.941 0.738
C -5.524 -0.155 1.425
O -5.552 -1.313 1.105
O -6.187 0.301 2.500
C -3.386 1.060 1.438
C -2.538 2.126 0.755
H 3.401 4.960 -0.512
H 3.833 4.208 -2.050
H 2.143 4.551 -1.675
H 2.662 2.126 -1.386
H 5.066 2.399 -0.818
H 4.624 3.070 0.753
H 4.237 1.388 0.358
H 2.217 3.599 1.248
H 1.599 1.652 2.155
H 0.407 -0.493 2.169
H 2.743 -0.124 3.052
H 2.296 -1.835 3.112
H 5.123 -0.099 2.479
H 6.905 -0.683 0.879
H 6.431 -2.238 -0.977
H 4.184 -3.218 -1.222
H 1.829 -3.164 -0.622
H 2.001 -3.741 1.042
H -2.606 -4.253 0.602
H -3.027 -2.556 0.345
H -3.742 -3.801 -0.676
H -1.104 -2.198 -2.854
H -2.844 -2.514 -2.735
H -2.083 -1.328 -1.669
H -2.323 -5.007 -2.405
H -1.218 -5.489 -1.109
H -0.597 -4.637 -2.524
H 0.417 1.719 -1.176
H -1.426 2.622 -2.490
H -1.695 3.791 -1.171
H -1.838 0.777 -0.742
H -4.164 2.645 -1.382
H -3.531 1.402 -2.465
H -5.529 0.580 -1.240
H -4.096 -0.360 -0.825
H -5.296 1.880 0.867
H -6.644 -0.428 2.948
H -2.864 0.104 1.374
H -3.536 1.310 2.490
H -1.576 2.202 1.264
H -3.028 3.100 0.822
*
```

Values from the calculation:
Lowest unoccupied orbital energy in eV: 0.49
Energy above the lowest of the compared OMol25 structures with the same formula, charge and spin in kJ/mol: 0.0
HOMO level in eV: -9.15
SMILES string: CC(C)[C@H](NC(=O)[C@@H]1Cc2ccccc2CN1C(=O)OC(C)(C)C)C(=O)NC[C@H]1CC[C@H](C(=O)O)CC1
Orbital gap in Ha: 0.354
Molar mass in g mol⁻¹: 515.65

---

[6]
ORCA calculation (wB97M-V/def2-TZVPD) on a cluster of 2 separate species, C28H41N3P in total at a distorted geometry.

Structure (ORCA input):
```
! RIJCOSX wB97M-V def2-TZVPD def2/J DEFGRID3
* xyz 1 1
C -1.548 -1.127 2.706
C -2.544 -0.118 2.309
N -3.745 -0.051 2.965
C -4.459 1.036 2.533
C -3.609 1.748 1.616
C -4.081 3.020 1.263
C -5.334 3.504 1.716
C -6.127 2.740 2.587
C -5.682 1.484 3.015
C -2.438 0.926 1.398
C -1.211 1.232 0.631
C -1.327 2.240 -0.498
C -2.497 2.308 -1.269
C -2.695 3.411 -2.121
C -1.748 4.440 -2.195
C -1.986 5.624 -3.086
C -0.586 4.319 -1.428
C -0.364 3.214 -0.608
H -0.727 -1.038 1.979
H -1.122 -0.995 3.725
H -1.980 -2.139 2.622
H -4.089 -0.753 3.629
H -3.471 3.674 0.642
H -5.708 4.492 1.381
H -7.090 3.141 2.924
H -6.236 0.885 3.737
H -0.340 1.378 1.320
H -3.312 1.572 -1.183
H -3.602 3.475 -2.757
H -1.124 6.294 -3.078
H -2.171 5.329 -4.127
H -2.855 6.217 -2.767
H 0.183 5.079 -1.512
H 0.529 3.139 0.004
C 3.249 -1.418 -3.919
C 2.564 -2.102 -2.740
C 1.390 -2.970 -3.215
C 3.570 -2.954 -1.992
N 2.000 -1.002 -1.893
C 2.832 0.143 -1.501
C 3.813 -0.166 -0.379
C 3.229 -0.871 0.845
N 2.142 -1.845 0.581
C 1.873 -2.856 1.639
C 3.041 -3.849 1.581
C 0.561 -3.598 1.367
C 1.882 -2.165 3.010
P 1.140 -1.663 -0.660
H -0.971 0.337 0.106
H 4.187 -0.901 -3.637
H 3.535 -2.169 -4.672
H 2.591 -0.689 -4.429
H 0.968 -3.542 -2.369
H 0.627 -2.349 -3.718
H 1.779 -3.678 -3.959
H 3.101 -3.370 -1.090
H 3.871 -3.787 -2.647
H 4.465 -2.369 -1.730
H 3.389 0.458 -2.377
H 2.139 0.943 -1.199
H 4.647 -0.785 -0.755
H 4.237 0.786 -0.026
H 4.048 -1.405 1.356
H 2.828 -0.131 1.562
H 4.010 -3.335 1.702
H 2.951 -4.590 2.396
H 3.024 -4.397 0.625
H -0.312 -2.930 1.447
H 0.584 -4.065 0.363
H 0.444 -4.394 2.120
H 1.159 -1.340 3.073
H 1.628 -2.902 3.788
H 2.880 -1.786 3.274
*
```

Values from the calculation:
Lowest unoccupied orbital energy in eV: -4.75
Energy above the lowest of the compared OMol25 structures with the same formula, charge and spin in kJ/mol: 0.0
HOMO level in eV: -9.54
Orbital gap in Ha: 0.176
Molar mass in g mol⁻¹: 450.63